Here is the molecule C7H7ClF2N2O2 from the Open Molecules 2025 dataset. Energies are from wB97M-V/def2-TZVPD.

Geometry as XYZ:
```
21
Properties=species:S:1:pos:R:3:mulliken_charge:R:1
Cl -3.920 -0.878 -0.379 -0.187
F -0.105 1.841 -2.292 -0.270
F -0.453 3.538 -0.956 -0.262
O -1.504 2.235 1.919 -0.650
O 0.597 2.378 1.748 -0.682
N 0.899 -0.419 -0.855 -0.634
N -0.478 2.031 1.362 1.239
C -2.063 1.039 -0.321 -0.884
C -0.514 1.411 0.056 0.554
C -2.490 -0.128 0.177 0.364
C 0.170 2.409 -1.032 0.086
C -1.633 -0.936 1.060 -0.266
C -0.316 -0.873 1.073 -0.878
C 0.411 0.180 0.324 -0.100
H -2.254 -1.691 1.555 0.388
H 1.742 0.029 -1.274 0.272
H 0.291 -0.614 -1.620 0.255
H 1.340 0.504 0.947 0.467
H 0.432 -1.584 1.598 0.299
H -2.532 1.777 -0.912 0.509
H 1.236 2.617 -0.910 0.380
```

Computed properties:
electronic energy: -32400.365 eV
net charge: 0
relative energy (zero: lowest compared OMol25 entry of this formula, charge and spin): 29.0 kcal/mol
SMILES: N[C@@H]1C=CC(Cl)=C[C@@]1(C(F)F)[N+](=O)[O-]